1.
19
Properties=species:S:1:pos:R:3:forces:R:3 method="wB97M-V/def2-TZVPD" de_lowest_kcal_mol=51.9 spin_multiplicity=2 lumo_ha="-0.1454 / -0.3025" s2=0.79 gap_ev="11.6 / 7.3" e_homo_ev="-15.5 / -15.5" total_energy_ev=-10371.0767 total_charge=+1
O 0.796026 -0.934880 1.857156 0.98 1.63 -4.69
O -1.724040 -1.628119 0.464040 1.05 0.03 2.12
N 2.437165 -0.838857 -0.456462 0.13 0.65 0.67
N 0.206934 -0.168611 -1.048287 2.11 -1.26 0.83
C -0.538033 1.010353 -1.216830 1.06 2.25 -0.41
C -1.077126 1.418689 0.180206 -2.25 0.69 -0.82
C 1.575899 -0.028257 -0.990035 0.02 0.97 0.48
H -0.328817 -0.946124 -0.542985 0.43 0.44 -0.68
H -2.113749 0.980939 0.025126 1.26 0.17 1.86
H 1.120152 -1.605546 2.376894 0.93 -2.53 2.69
H 1.449562 -1.095607 1.036906 -2.00 0.49 2.40
H -0.470937 1.233716 1.090022 -0.54 -0.59 -0.81
H -1.198543 -1.602173 1.334869 -0.76 -0.02 -1.78
H 1.908211 0.979195 -1.215965 -0.31 0.14 -0.56
H -2.638316 -1.633978 0.784762 0.08 -0.03 -0.44
H -1.330638 0.787199 -1.847273 -2.01 -0.73 -0.86
H -1.295266 2.493126 0.178103 0.38 -0.04 -0.23
H 3.287317 -0.248738 -0.173844 -1.09 -1.30 -0.90
H -0.065793 1.827671 -1.836409 0.53 -0.98 1.13

2.
45
Properties=species:S:1:pos:R:3:forces:R:3 method="wB97M-V/def2-TZVPD" de_lowest_kcal_mol=70.5 lumo_ha=-0.1323 gap_ev=4.8 e_homo_ev=-8.4 total_energy_ev=-28116.6621 total_charge=+1
Cd -10.454940 -23.876700 -29.788200 0.00 4.56 -1.42
O -9.363240 -24.177640 -31.579450 0.83 -0.60 -1.37
O -8.728450 -24.122910 -28.578800 1.44 -0.32 0.93
O -10.929360 -25.857990 -29.842220 -0.46 -2.84 -0.09
O -11.483780 -23.692760 -27.976990 -1.24 -0.24 1.96
O -12.521160 -23.595450 -30.615530 -0.94 -0.27 -0.18
O -10.096750 -21.650690 -29.854420 -0.73 1.40 -0.02
N -10.296650 -20.209100 -30.188220 2.02 -0.22 0.16
C -11.245430 -20.226550 -32.491030 -0.80 0.74 -0.86
C -11.057490 -17.792120 -29.722980 -0.13 -0.85 0.97
C -8.910310 -20.731860 -32.328770 0.72 -0.26 1.09
C -10.882600 -17.494230 -31.161040 0.19 -0.92 -0.37
C -9.763510 -18.398070 -31.757780 -0.36 1.86 -1.23
C -12.654380 -19.708100 -29.598300 -1.23 0.74 0.47
C -10.941260 -19.277180 -27.744520 0.56 -0.88 -2.23
C -11.220440 -19.329370 -29.374930 0.99 -0.07 1.50
C -10.010830 -19.879730 -31.655700 -1.66 -1.17 1.19
H -8.528110 -20.295650 -33.251670 -0.41 0.20 -0.07
H -9.654220 -23.843210 -32.427810 -0.21 0.41 -0.28
H -8.195710 -23.334640 -28.683910 0.18 0.86 -0.14
H -13.135680 -23.291280 -29.947640 -0.21 0.40 0.08
H -8.733220 -18.111330 -31.547130 -0.08 -0.03 0.77
H -9.871880 -18.083910 -32.795880 0.38 -0.57 -0.60
H -10.780600 -16.423960 -31.340550 0.58 -0.05 -0.04
H -13.303170 -19.353200 -28.797530 0.12 0.12 0.46
H -9.909910 -18.935410 -27.657260 -0.01 -0.15 0.34
H -12.407810 -23.522790 -27.793890 -0.33 0.14 0.08
H -9.273720 -21.739680 -32.529610 -0.30 0.16 -0.22
H -10.240390 -17.339210 -29.161440 0.26 -0.32 0.07
H -11.062020 -20.252940 -27.273980 0.11 -0.14 -0.10
H -13.014510 -19.091130 -30.421560 -0.29 -0.88 -0.61
H -8.552880 -24.649100 -31.772470 0.40 -0.15 0.06
H -8.197610 -24.699850 -28.029620 0.03 -0.40 0.21
H -11.797420 -17.743730 -31.698580 -0.10 -0.04 -0.07
H -12.855340 -20.779000 -29.628380 0.26 -0.03 -0.65
H -8.027480 -20.935230 -31.722670 0.01 0.44 0.42
H -11.954290 -17.329060 -29.311340 -0.17 0.10 -0.03
H -12.090950 -19.548000 -32.378070 -0.03 -0.13 0.62
H -11.608210 -18.585140 -27.230360 -0.08 0.12 -0.40
H -10.245930 -26.522670 -29.928000 0.29 -0.32 -0.18
H -11.636140 -26.299830 -29.371610 -0.45 -0.06 0.19
H -11.023880 -23.385610 -27.195720 0.38 0.29 0.26
H -13.031270 -23.602860 -31.425450 -0.05 0.00 -0.45
H -11.613560 -21.241230 -32.339360 0.22 -0.09 0.06
H -11.030360 -20.041190 -33.543410 0.29 -0.54 -0.31